No. 1
C35H47N4O11PSi | ωB97M-V/def2-TZVPD

```
! wB97M-V def2-TZVPD RIJCOSX def2/J DEFGRID3
* xyz 0 1
C 3.38129 -0.11902 2.50875
C 4.34857 0.57219 1.51167
C 4.32757 -0.10583 0.09277
C 3.53247 0.76783 -0.91310
C 2.02339 0.71005 -0.55611
C 1.39163 2.10097 -0.28966
C -0.07586 1.88201 0.11096
C -0.91561 3.18381 0.29276
C -1.83569 3.02603 1.53963
C -2.98016 2.01856 1.34535
C -2.62132 0.55511 1.68075
Si -4.07631 -0.65266 1.48394
P -3.69445 -1.77196 -0.42692
O -4.79767 -2.68093 -0.79578
O -3.27316 -0.78021 -1.64619
O -2.34970 -2.59707 -0.09068
H 3.67520 0.18745 3.52369
H 2.34356 0.21405 2.39743
H 3.49166 -1.20400 2.40551
H 5.36918 0.45316 1.89487
H 4.09129 1.63506 1.42533
H 3.93271 -1.12253 0.20146
H 5.37666 -0.18842 -0.21804
H 3.65593 0.31592 -1.90575
H 3.85768 1.81405 -0.89707
H 1.40913 0.23979 -1.33922
H 1.84311 0.11791 0.34990
H 1.92482 2.55743 0.55701
H 1.47534 2.75331 -1.16923
H -0.57230 1.24141 -0.63105
H -0.05818 1.37993 1.08751
H -0.30486 4.09083 0.35025
H -1.59479 3.23906 -0.57098
H -2.30994 4.00985 1.68514
H -1.17688 2.80935 2.39062
H -3.77731 2.30646 2.04919
H -3.44724 2.07754 0.35031
H -1.81717 0.13359 1.06622
H -2.28034 0.47369 2.72385
H -4.01607 -1.68150 2.53922
H -5.38377 0.02139 1.47340
H -2.45416 -0.30481 -1.43803
H -2.00425 -2.95366 -0.92601
O 1.17066 3.07402 5.82006
N -0.03314 3.16657 5.96356
O -0.77030 2.24025 6.24151
C -0.64263 4.49253 5.78183
C 0.15782 5.56507 5.42730
C -0.42070 6.80926 5.23217
C -1.78872 6.97346 5.39665
C -2.58046 5.89359 5.76244
C -2.00840 4.64630 5.95600
H 1.22367 5.44171 5.29848
H 0.19643 7.65134 4.94882
H -2.23937 7.94514 5.23878
H -3.64643 6.02294 5.89364
H -2.63477 3.81177 6.23720
O -1.03505 -2.48796 1.56768
N -1.22008 -3.53671 2.14924
O -2.15563 -4.28949 1.96881
C -0.22597 -3.92711 3.16975
C 0.83505 -3.07927 3.43413
C 1.75527 -3.43409 4.40781
C 1.60822 -4.62875 5.10070
C 0.54311 -5.47410 4.81733
C -0.38216 -5.12347 3.84630
H 0.95114 -2.14890 2.89614
H 2.58605 -2.77685 4.62862
H 2.32527 -4.90134 5.86474
H 0.43189 -6.40549 5.35631
H -1.21204 -5.78060 3.62907
O 7.40371 0.26089 -2.81753
N 6.46551 -0.20888 -3.43167
O 5.64547 -0.97355 -2.96129
C 6.31312 0.17197 -4.84440
C 7.24828 1.01207 -5.42198
C 7.11402 1.35084 -6.75919
C 6.04999 0.85234 -7.49962
C 5.11400 0.01773 -6.90285
C 5.24394 -0.32711 -5.56675
H 8.07653 1.40068 -4.84714
H 7.84125 2.00192 -7.22547
H 5.95044 1.11430 -8.54535
H 4.28440 -0.36726 -7.48053
H 4.51665 -0.97900 -5.10451
O -8.49519 -2.66736 -6.74389
N -7.57939 -3.39606 -7.07399
O -7.51606 -3.98651 -8.13609
C -6.47272 -3.57930 -6.12215
C -6.52852 -2.95098 -4.88985
C -5.49610 -3.14245 -3.98370
C -4.42179 -3.95307 -4.32617
C -4.37382 -4.56995 -5.57022
C -5.40517 -4.38470 -6.47662
H -7.36462 -2.31934 -4.62648
H -5.51671 -2.67082 -3.00986
H -3.61819 -4.10541 -3.61651
H -3.53307 -5.19894 -5.83220
H -5.36875 -4.86712 -7.44273
*
```

The value obtained for the orbital gap is 0.327 Eh. For the LUMO energy, the calculation gives -0.678 eV.


No. 2
C3H4BF3O2 | ωB97M-V/def2-TZVPD

```
! wB97M-V def2-TZVPD RIJCOSX def2/J DEFGRID3
* xyz 0 1
C 0.29156 -1.70960 0.46538
C -0.13966 -0.47294 0.50040
B 0.88682 0.78426 0.13125
O 1.93946 0.29046 -0.54218
O 0.51006 2.06007 0.27036
C -1.70516 -0.11280 0.02001
F -1.70435 0.66010 -1.12374
F -2.38854 0.58073 0.96794
F -2.53379 -1.08642 -0.35029
H -0.25745 -2.59400 0.25410
H 1.34560 -1.94342 0.44124
H 2.55870 0.96230 -0.85918
H 1.19677 2.58128 -0.17529
*
```

The value obtained for the orbital gap is 0.396 Eh. The calculation puts the energy relative to the best compared isomer or geometry (same formula, charge and spin) at 0.0 kcal per mole. For the LUMO energy, the calculation gives 0.019 eV.


No. 3
C37H60O30 | ωB97M-V/def2-TZVPD

```
! wB97M-V def2-TZVPD RIJCOSX def2/J DEFGRID3
* xyz 0 1
C 1.29802 -3.20372 -1.67498
C 0.58702 -4.53372 -1.26798
C 0.55202 -5.63872 -2.31498
O 0.88302 -6.79872 -1.58098
C 1.18802 -6.48572 -0.31698
O 1.49302 -7.29972 0.53902
O 1.22002 -5.20072 -0.20698
H 2.24102 -3.33972 -2.19898
H 1.51602 -2.52872 -0.82498
H 0.73502 -2.54572 -2.35398
H -0.43298 -4.30472 -0.96898
H 1.23702 -5.47772 -3.10598
H -0.44398 -5.66672 -2.84398
C 1.64502 -2.75172 -5.31998
C 3.01002 -2.07272 -5.20098
C 3.23002 -1.07872 -6.41998
O 3.19202 0.19528 -5.75898
C 2.98702 0.07028 -4.48798
O 2.75402 1.01728 -3.70898
O 3.02902 -1.23572 -4.08898
H 1.51802 -3.59372 -4.62698
H 1.55802 -3.03572 -6.33998
H 0.88102 -2.05072 -5.07398
H 3.79502 -2.88872 -5.13398
H 2.48602 -1.10872 -7.25898
H 4.25702 -1.15672 -6.76898
C -4.43398 3.05828 4.34902
C -3.91298 1.76628 3.76802
C -2.33598 1.82628 3.63002
O -1.92798 0.75928 4.53902
C -2.94698 0.19128 5.08202
O -2.89498 -0.61172 5.98502
O -4.04398 0.63328 4.59902
H -4.00998 3.28728 5.27602
H -5.53998 3.04428 4.43402
H -4.11998 3.82428 3.70202
H -4.33998 1.51928 2.82402
H -1.93798 2.80928 4.01802
H -2.04298 1.62128 2.65002
C 3.38502 -4.26972 3.65102
C 2.04002 -4.06672 2.99602
C 1.01402 -5.22572 3.37602
O 0.08002 -4.64272 4.25902
C 0.29102 -3.33172 4.28602
O -0.40598 -2.53772 4.85502
O 1.33602 -2.95572 3.55102
H 4.04202 -4.99272 3.16102
H 3.30702 -4.39272 4.75402
H 3.92902 -3.32572 3.48702
H 2.24602 -3.98672 1.96502
H 1.62402 -6.02972 3.83602
H 0.55202 -5.62372 2.48302
C 4.14802 -1.69572 0.61602
C 4.78702 -0.41672 0.13102
C 4.08902 0.01728 -1.18998
O 3.68502 1.27928 -0.88198
C 3.94502 1.65628 0.33702
O 3.75602 2.71528 0.89702
O 4.55002 0.70428 0.93102
H 3.09802 -1.60772 0.79702
H 4.60402 -2.03372 1.59002
H 4.28202 -2.44372 -0.20098
H 5.86602 -0.61772 -0.01498
H 3.25202 -0.64072 -1.49498
H 4.82202 0.05128 -2.03698
C -3.39998 -2.02072 2.87102
C -2.53798 -1.36272 1.85302
C -1.18098 -2.08372 1.58402
O -1.20698 -2.19172 0.19602
C -2.32298 -1.79872 -0.35698
O -2.64098 -1.80372 -1.53498
O -3.10398 -1.34372 0.58702
H -3.80698 -2.97872 2.61602
H -4.16798 -1.41572 3.27802
H -2.84098 -2.22172 3.83302
H -2.24398 -0.38572 2.19102
H -1.24398 -3.06072 2.04102
H -0.45598 -1.49772 2.00502
C 1.90002 4.26628 -1.44798
C 0.61702 4.70928 -0.73598
C 0.83902 4.59828 0.84102
O 0.92802 6.00728 1.20102
C 0.71502 6.74728 0.14202
O 0.73502 7.99428 0.22102
O 0.40502 6.07828 -0.94898
H 1.94002 3.23328 -1.37498
H 2.80702 4.62028 -0.97298
H 2.01502 4.46728 -2.48998
H -0.18798 4.03328 -1.01698
H 1.71402 4.04128 1.25402
H -0.09698 4.19028 1.25202
C 1.43802 0.67028 2.68302
O 1.42202 0.02128 1.43502
C 0.64902 0.54328 0.45202
O -0.23298 1.53528 0.64602
O 0.86302 -0.05372 -0.67398
C 0.25202 0.38528 -1.85898
H 0.45602 1.02428 2.93302
H 2.09402 1.54528 2.71002
H 1.67502 0.01028 3.47702
H -0.75698 -0.08972 -1.85298
H 0.80802 0.02528 -2.71798
H 0.12602 1.47728 -1.99098
C -2.44798 6.34328 1.05002
O -2.89798 5.04028 1.40202
C -3.05698 4.12428 0.55802
O -2.82198 4.31528 -0.79098
O -3.51498 2.96528 1.10002
C -3.68098 1.86428 0.27702
H -1.80498 6.47528 0.22002
H -1.80498 6.69928 1.87702
H -3.30698 7.01628 0.90202
H -4.52498 2.10528 -0.41698
H -3.90598 1.04228 0.88002
H -2.84398 1.57328 -0.31798
C -4.48798 -0.13972 -3.02098
O -3.65198 0.84128 -2.43298
C -3.08698 1.83428 -3.19198
O -3.65798 2.20028 -4.37598
O -2.00698 2.49928 -2.79698
C -1.33398 3.35128 -3.68398
H -5.01798 0.15028 -3.93998
H -5.07198 -0.58372 -2.20998
H -3.89498 -0.96672 -3.31998
H -0.32798 3.57528 -3.27198
H -1.91998 4.23928 -3.81998
H -1.15098 2.91828 -4.68998
*
```

The value obtained for the orbital gap is 0.357 Eh. The calculation puts the energy relative to the best compared isomer or geometry (same formula, charge and spin) at 10.7 kcal per mole. For the LUMO energy, the calculation gives -0.217 eV.


No. 4
C20H33F6N4O9PbS2 | ωB97M-V/def2-TZVPD

```
! wB97M-V def2-TZVPD RIJCOSX def2/J DEFGRID3
* xyz 3 1
Pb 0.82810 -0.32189 -0.14957
C 3.12709 -0.19289 2.61132
O 2.37365 0.81781 1.92203
C 3.19438 1.93531 1.60548
C 2.44458 2.92393 0.74538
O 1.93008 2.38985 -0.49517
C 2.50806 2.73711 -1.67787
C 3.71774 1.75272 -2.16805
O 3.20194 0.51767 -2.38088
C 2.87681 0.11858 -3.72389
H 3.55642 0.20931 3.52971
H 2.43429 -0.99401 2.86164
H 3.92183 -0.58443 1.97374
H 3.46430 2.47831 2.51846
H 4.12500 1.59150 1.14029
H 1.55853 3.25510 1.28806
H 3.07449 3.79452 0.55223
H 1.75271 2.67471 -2.46163
H 2.98549 3.72197 -1.64470
H 4.11766 2.20827 -3.07703
H 4.44183 1.70938 -1.35185
H 2.79316 0.98416 -4.37969
H 3.69899 -0.52484 -4.05800
H 1.96379 -0.47340 -3.67978
O 2.42525 -2.33924 0.11019
C 1.93273 -3.48231 0.81073
C 0.42444 -3.51292 0.91449
C -0.18933 -4.70082 1.28538
C -1.56271 -4.73950 1.42849
C -2.29484 -3.58417 1.18429
C -1.61747 -2.44469 0.81579
N -0.27787 -2.39429 0.68915
H 2.40174 -2.54957 -0.83614
H 2.36539 -3.45822 1.81213
H 2.28432 -4.39626 0.33159
H 0.40900 -5.58819 1.44550
H -2.05899 -5.65897 1.70947
H -3.37278 -3.57595 1.25869
H -2.15288 -1.53588 0.57811
F 0.33135 1.08478 -4.78555
C -0.98677 1.09162 -4.58581
F -1.38825 2.34180 -4.42437
F -1.59457 0.53078 -5.59959
S -1.34267 0.16421 -3.02850
O -0.29168 0.66906 -2.11485
O -2.68715 0.46002 -2.65751
N -1.15836 -1.34471 -3.35267
S 0.22191 -2.09666 -3.34483
O 1.00411 -1.99559 -4.53034
O 0.97264 -1.86383 -2.09003
C -0.37931 -3.83653 -3.15998
F -0.96148 -4.24161 -4.25890
F -1.22013 -3.90469 -2.13541
F 0.68847 -4.58150 -2.89390
C -2.75492 2.56386 -0.17269
N -2.89431 2.29611 1.23567
C -3.91160 3.04454 1.96986
C -4.42784 2.21723 3.12372
C -3.24426 1.83382 3.97743
N -2.20663 1.18125 3.16037
C -1.28877 0.28793 3.85735
C -2.05401 1.33299 1.82955
O -1.26034 0.67260 1.15478
H -3.53102 2.00165 -0.70997
H -1.79042 2.23337 -0.53596
H -2.93014 3.62683 -0.34301
H -4.68325 3.33802 1.25961
H -3.42929 3.96467 2.33084
H -4.93556 1.32522 2.74998
H -5.14697 2.79209 3.70433
H -3.51185 1.14000 4.77273
H -2.79169 2.71316 4.45011
H -1.75050 -0.69827 3.95419
H -1.11121 0.68785 4.85369
H -0.36046 0.20015 3.30157
*
```

The value obtained for the orbital gap (alpha / beta) is 0.181 / 0.194 Eh. The calculation puts the energy relative to the best compared isomer or geometry (same formula, charge and spin) at 21.8 kcal per mole. For the LUMO energy (alpha / beta), the calculation gives -12.486 / -12.112 eV.